The following is a quantum chemistry calculation of a molecular structure, C41H57As3FeN9O3Se at a distorted geometry, from the Open Molecules 2025 dataset.

XYZ file:
```
115
Properties=species:S:1:pos:R:3
Fe 0.00633 0.54110 -0.28203
C 0.20293 -6.68410 0.39507
O 1.22263 -5.93180 -0.22773
C 2.27563 -5.59000 0.61077
C 3.18183 -6.52830 1.06727
C 4.22893 -6.14120 1.88907
C 4.33813 -4.81920 2.28127
C 3.43763 -3.87090 1.83047
C 2.41253 -4.23250 0.95867
N 1.44963 -3.37020 0.46307
C 1.53373 -2.03690 0.12117
N 2.70543 -1.39480 0.27807
C 2.99193 -0.05460 -0.01443
C 2.03423 0.95650 -0.14223
C 2.56153 2.24160 -0.36103
C 3.91953 2.52390 -0.43453
C 4.83133 1.49220 -0.31043
C 4.36953 0.20650 -0.10383
O 5.24493 -0.87360 0.06067
C 5.72433 -1.41660 -1.15233
N 0.51143 -1.40470 -0.33383
C -0.82637 -1.88630 -0.34023
C -1.50517 -1.97250 1.03227
C -2.96067 -2.09400 0.82717
C -3.44327 -2.81450 -0.33793
C -2.56427 -3.29640 -1.29383
C -1.22847 -2.95460 -1.27343
O -0.24307 -3.41680 -2.11743
C -0.58447 -4.42570 -3.03003
H 0.58533 -7.61670 0.82137
H -0.52577 -6.91350 -0.38103
H -0.28627 -6.10630 1.18937
H 3.06473 -7.56010 0.77127
H 4.93553 -6.87650 2.24087
H 5.12533 -4.51570 2.95437
H 3.51943 -2.85600 2.18687
H 0.71683 -3.85560 -0.04553
H 3.54813 -1.94410 0.41057
H 0.65223 2.84080 -0.58133
H 4.24563 3.54040 -0.60383
H 5.89283 1.67630 -0.37143
H 6.37523 -0.70750 -1.67393
H 4.90153 -1.70100 -1.81883
H 6.29613 -2.30420 -0.88363
H -0.97697 -2.17390 1.95627
H -3.57487 -2.17630 1.71887
H -4.49017 -3.05540 -0.39633
H -2.94617 -3.96180 -2.05383
H 0.33793 -4.66660 -3.55613
H -1.34337 -4.09180 -3.74523
H -0.95317 -5.32120 -2.51843
C -0.69377 -0.13390 3.87517
As 0.10183 0.70030 2.24207
C 1.92133 0.59330 2.98077
C -0.06217 2.63580 2.67287
C -1.40467 3.37150 2.52787
C -1.28367 4.69030 3.30787
C -1.71687 3.73130 1.07267
As -1.59497 2.32360 -0.32543
C -3.46667 1.78990 -0.46573
C -1.71887 3.55350 -1.87113
C -2.51497 2.51200 3.13317
As -4.17367 3.42660 3.75327
C -5.41557 3.02000 2.27577
C -4.75497 1.90710 4.87447
H -0.52037 0.48940 4.75397
H -0.19257 -1.09240 4.03557
H -1.76047 -0.32040 3.76497
H 1.93373 0.93290 4.01787
H 2.60423 1.20620 2.39867
H 2.28523 -0.43410 2.95197
H 0.68753 3.13550 2.04597
H 0.26913 2.73830 3.71387
H -0.38447 5.22900 3.01307
H -1.23517 4.49600 4.38017
H -2.14897 5.32810 3.11457
H -1.02917 4.52450 0.75687
H -2.73077 4.15310 1.03117
H -4.13067 2.65820 -0.47133
H -3.73267 1.11210 0.33877
H -3.58057 1.24210 -1.40203
H -2.58257 4.21510 -1.75843
H -1.84837 2.95700 -2.77833
H -0.82257 4.16380 -1.98033
H -2.12007 2.07070 4.05357
H -2.75547 1.69350 2.44027
H -5.25867 3.68950 1.43227
H -6.43707 3.16170 2.62867
H -5.30107 1.99050 1.94367
H -4.11957 1.81840 5.75517
H -4.70707 0.97550 4.31187
H -5.77967 2.05670 5.21277
N 1.60723 3.25380 -0.49843
C 1.77313 4.54460 -0.49613
N 0.81383 5.37330 -0.59203
C 0.58783 6.62740 -0.60303
N 0.20783 7.72280 -0.61543
N -2.28977 -0.74740 0.79857
C -1.61957 -0.54650 -0.45933
C -0.73587 -1.34730 -4.60213
N -0.38927 -0.07460 -5.16143
C -0.65327 0.35360 -6.43343
C -0.18357 1.61650 -6.54573
N 0.36383 1.96250 -5.34063
C 0.98353 3.21310 -5.01053
C 0.24933 0.91230 -4.48693
Se 0.88213 0.83260 -2.75483
H -0.73077 -2.10000 -5.38893
H -1.72177 -1.31070 -4.13013
H -0.00747 -1.60540 -3.83273
H -1.13737 -0.27850 -7.14883
H -0.18817 2.28830 -7.37963
H 1.23243 3.74730 -5.92493
H 1.88673 3.01710 -4.43073
H 0.31673 3.82840 -4.40123
```

Computed properties:
F_max = 1.877 eV Å⁻¹
Energy relative to the best compared isomer or geometry (same formula, charge and spin) = 179.8 kcal per mole
2S+1 = 6
LUMO (alpha / beta) = 0.01256 / -0.02620 Ha
Charge = 0
Total energy = -12687.1439 a.u.

***

The following is a quantum chemistry calculation of a molecular structure, C41H57BInN6O3 at a distorted geometry, from the Open Molecules 2025 dataset.

XYZ file:
```
109
Properties=species:S:1:pos:R:3
In 0.36985 -0.20372 0.89044
C -1.76896 -4.05951 0.81445
C -0.53544 -4.07247 -0.13916
C 0.76416 -4.25206 0.67919
C -0.64289 -2.79548 -0.94451
C -1.11731 -2.68544 -2.23113
C -1.50299 -1.42578 -2.52954
C -1.98990 -0.88469 -3.86951
C -3.45752 -0.30104 -3.88667
C -1.06963 0.10833 -4.41820
N -1.21737 -0.62981 -1.39658
N -0.63253 -1.52837 -0.48340
B -2.04845 0.54999 -0.68841
N -1.07069 1.81445 -0.60635
N 0.09934 1.73838 -0.05952
C 0.59513 2.95061 0.18529
C -0.34729 3.83629 -0.29719
C -1.44252 3.09447 -0.77426
C -2.75141 3.44890 -1.41348
C -2.74412 3.56600 -2.96102
C -3.26046 4.83131 -0.94531
C 1.87736 3.32885 0.91351
C 3.02141 3.43600 -0.09800
C 2.21780 2.52908 2.10398
N -2.53048 0.29290 0.69752
N -1.55301 0.39769 1.67399
C -2.18021 0.18581 2.85461
C -3.53389 0.05183 2.63454
C -3.72737 0.04353 1.25804
C -5.03059 -0.17695 0.62971
C -4.91162 -1.24720 -0.56913
C -5.71205 1.15188 0.19680
C -1.49495 0.13216 4.15054
C -0.78564 -1.12021 4.41983
C -0.63786 1.36152 4.51045
H -1.92729 -5.00764 1.28233
H -2.61811 -3.91350 0.18538
H -1.71749 -3.21538 1.58585
H -0.58947 -4.87211 -0.83192
H 0.58674 -3.89241 1.69846
H 1.64443 -3.74803 0.33802
H 1.06301 -5.23480 0.85644
H -1.16316 -3.46845 -3.01539
H -2.17114 -1.73666 -4.53031
H -3.44402 0.68675 -3.35270
H -4.16514 -0.99921 -3.56562
H -3.69200 -0.01282 -4.94785
H -0.95802 0.90825 -3.69897
H -1.51505 0.61427 -5.28536
H -0.10980 -0.34221 -4.60627
H -2.86793 0.86881 -1.45069
H -0.18379 4.88262 -0.36002
H -3.41493 2.73868 -1.03534
H -1.87358 4.17356 -3.27056
H -3.63519 3.99640 -3.26321
H -2.66956 2.64099 -3.50832
H -2.70433 5.54716 -1.53929
H -3.19605 4.94225 0.13096
H -4.30131 4.82051 -1.25509
H 1.67495 4.32187 1.27785
H 3.12196 2.47994 -0.71088
H 3.97474 3.60204 0.33107
H 2.75976 4.14115 -0.85412
H 2.39232 1.48613 1.96651
H 1.42662 2.60649 2.83933
H 3.19418 2.87112 2.43702
H -4.33059 0.02616 3.35905
H -5.54852 -0.62339 1.47393
H -4.48758 -0.81084 -1.51288
H -5.91412 -1.66400 -0.75392
H -4.22827 -1.96865 -0.21432
H -5.15815 1.64029 -0.68030
H -5.72928 1.84715 1.00342
H -6.76379 0.84584 -0.09036
H -2.34071 0.15405 4.78194
H 0.17047 -1.14076 3.88512
H -1.36778 -1.98662 4.24018
H -0.60910 -1.26978 5.54746
H 0.41961 1.15715 4.35463
H -0.65676 1.54946 5.63852
H -0.92455 2.25616 4.00061
O 2.55017 -0.09773 -0.03593
C 3.41926 -1.17879 0.55210
C 2.64725 -1.73711 1.78558
O 2.91327 -2.79358 2.28816
O 1.59980 -1.10596 2.20590
C 4.71360 -0.49627 0.94886
C 5.35953 0.21982 -0.08592
C 6.43079 1.00819 0.21720
C 6.88832 1.14298 1.54533
C 6.17900 0.61423 2.57604
C 5.05012 -0.19119 2.29346
C 3.63427 -2.24825 -0.52772
C 2.84978 -2.20762 -1.67049
C 3.12786 -3.03343 -2.78252
C 4.24577 -3.83398 -2.82172
C 5.04661 -3.88435 -1.61493
C 4.78186 -3.06753 -0.53480
H 3.00390 0.75018 0.11694
H 5.01938 0.04678 -1.09603
H 6.92667 1.52715 -0.54399
H 7.88681 1.63949 1.71181
H 6.39916 0.82979 3.62354
H 4.37601 -0.64318 3.05867
H 2.00869 -1.49457 -1.77504
H 2.34587 -3.13876 -3.59804
H 4.50543 -4.30269 -3.78839
H 5.97785 -4.52996 -1.57528
H 5.41286 -3.15896 0.34530
```

Computed properties:
F_max = 3.849 eV Å⁻¹
Energy relative to the best compared isomer or geometry (same formula, charge and spin) = 44.7 kcal per mole
2S+1 = 1
LUMO = -0.06552 Ha
Charge = +1
Total energy = -2365.6143 a.u.

***

The following is a quantum chemistry calculation of 13 unconnected molecules or ions with the total composition C41H57Cl16N5 at a distorted geometry, from the Open Molecules 2025 dataset.

XYZ file:
```
119
Properties=species:S:1:pos:R:3
Cl -3.51051 -3.48423 -8.76637
C -4.91886 -3.81568 -7.68938
C -4.46637 -3.68406 -6.24051
Cl -5.66893 -3.88218 -5.03292
H -5.38959 -4.76998 -7.92567
H -5.65567 -3.03482 -7.87771
H -3.98749 -2.71811 -6.08010
H -3.68110 -4.43121 -6.12563
Cl -8.27284 -0.09725 -0.06982
C -9.70574 -0.80665 -0.85168
C -10.20389 0.17177 -1.85035
Cl -8.98311 0.50260 -3.05719
H -10.42305 -0.91687 -0.03840
H -9.42323 -1.77644 -1.26130
H -10.46589 1.10594 -1.35358
H -11.14171 -0.12355 -2.32086
Cl -7.21959 -5.91114 4.51896
C -6.84886 -4.93959 3.06821
C -5.55678 -5.48400 2.42670
Cl -5.63089 -7.10647 1.78408
H -6.76302 -3.89302 3.36051
H -7.61411 -5.09060 2.30685
H -4.69933 -5.38994 3.09306
H -5.23177 -4.84244 1.60763
Cl -5.64937 6.84198 -3.98269
C -5.29236 5.69986 -2.67660
C -4.46249 4.48509 -3.17264
Cl -2.79395 4.89973 -3.43015
H -6.27326 5.31101 -2.40324
H -4.85879 6.20016 -1.81067
H -4.86898 3.97626 -4.04669
H -4.32064 3.74629 -2.38388
Cl 1.06855 0.74879 -7.94753
C 0.30015 1.81576 -9.17609
C 0.96000 1.68156 -10.58694
Cl 2.73780 1.92575 -10.52326
H 0.38120 2.82967 -8.78427
H -0.75432 1.54487 -9.22910
H 0.51707 2.34880 -11.32633
H 0.79281 0.70929 -11.05044
Cl 3.45938 -4.91016 -3.08417
C 1.83304 -5.50517 -3.54925
C 1.01694 -5.65062 -2.23804
Cl -0.40045 -6.64900 -2.65164
H 2.07216 -6.44324 -4.05019
H 1.34176 -4.88898 -4.30228
H 0.50175 -4.75945 -1.87959
H 1.58106 -6.14470 -1.44699
Cl -0.09776 2.87284 6.12243
C -1.07644 3.00509 4.61776
C -1.70165 4.35960 4.40474
Cl -2.72927 4.41892 2.90976
H -1.89364 2.28412 4.59580
H -0.49336 2.81394 3.71689
H -0.92359 5.12172 4.36122
H -2.42526 4.56659 5.19319
Cl 6.98649 6.18042 -5.44977
C 5.76457 6.10766 -6.71355
C 4.33593 5.86005 -6.24724
Cl 4.39210 4.52121 -5.04088
H 6.07094 5.31476 -7.39586
H 5.89977 7.00472 -7.31778
H 3.67721 5.64200 -7.08785
H 3.90848 6.72616 -5.74204
N 1.59751 -0.70023 0.02619
C 0.93720 -1.20537 1.10001
C -0.42437 -1.36551 1.08013
C -1.17349 -0.80412 0.02331
C -0.45692 -0.28734 -1.12881
C 0.93246 -0.29593 -1.10280
H 1.59330 -1.49744 1.90664
H -1.00114 -1.76061 1.90331
H -2.24848 -0.71671 0.07953
H -0.98602 0.11800 -1.97860
H 1.58858 0.03591 -1.89387
N 10.50470 -0.97454 0.03307
C 9.23686 -1.19119 0.44011
C 8.08359 -0.76104 -0.29277
C 8.32297 -0.13525 -1.52509
C 9.61608 -0.03005 -1.96226
C 10.69308 -0.45937 -1.15349
H 9.07632 -1.74562 1.35293
H 7.08568 -1.01324 0.03428
H 7.52915 0.26656 -2.13729
H 9.81563 0.41861 -2.92418
H 11.72129 -0.42261 -1.48187
N -3.61430 -2.10608 7.24053
C -2.85879 -3.06381 7.78659
C -2.70306 -3.17943 9.14069
C -3.25120 -2.18522 9.94662
C -4.07623 -1.19361 9.42300
C -4.29312 -1.23788 8.03444
H -2.31905 -3.72999 7.12986
H -2.09558 -4.00807 9.47342
H -3.17814 -2.17185 11.02406
H -4.60605 -0.48660 10.04416
H -4.88239 -0.46932 7.55647
N 3.17901 6.85012 2.17141
C 3.56386 6.07379 1.12689
C 4.08689 4.78662 1.30448
C 4.36606 4.33597 2.57761
C 3.98036 5.15978 3.66959
C 3.43084 6.43062 3.40595
H 3.37283 6.49780 0.15215
H 4.41885 4.11324 0.52811
H 4.81197 3.36874 2.75658
H 4.17452 4.88858 4.69679
H 3.30229 7.14978 4.20136
N 3.10279 -3.73644 6.47938
C 3.23994 -2.44603 6.88544
C 4.49603 -1.83869 6.86326
C 5.61642 -2.52191 6.41076
C 5.48723 -3.86666 6.07587
C 4.18967 -4.43979 6.12977
H 2.37291 -1.90453 7.23395
H 4.61062 -0.81023 7.17237
H 6.54803 -1.97604 6.38791
H 6.35165 -4.50665 5.97791
H 4.00960 -5.44414 5.77584
```

Computed properties:
F_max = 2.723 eV Å⁻¹
2S+1 = 1
LUMO = -0.00241 Ha
Charge = 0
Total energy = -9233.2269 a.u.